Computed, not measured: a 13-piece molecular cluster, C14H28BCl24N3O4 overall, with wB97M-V/def2-TZVPD.

- M: 1164.08 g/mol
- Maximum force: 2.30 eV/Å
- Orbital gap: 0.388 hartree

ORCA input file:
```
! wB97M-V def2-TZVPD RIJCOSX def2/J DEFGRID3
* xyz 0 1
N -1.67059 0.65014 -2.31059
C -1.85489 1.15838 -1.28341
O -1.55343 1.70034 -0.13491
N -2.73100 1.72243 0.70528
C -2.24802 2.04041 2.03187
O -2.75506 1.57537 2.99986
O -1.16912 2.85381 2.06418
B -1.47938 4.23760 1.95224
N -1.22816 5.14911 3.06434
O -2.00041 4.67772 0.75664
H -3.33179 2.49026 0.39828
H -1.99128 5.04672 3.73284
H -0.41621 4.81264 3.57657
H -1.29090 4.75501 0.10588
C 0.78742 4.49531 -2.54293
Cl -0.22716 3.07604 -2.82233
Cl 0.97749 4.79506 -0.80886
H 1.76637 4.32410 -2.97849
H 0.31915 5.36411 -3.00200
C -2.11123 -2.03357 2.54093
Cl -3.10221 -3.29785 3.28362
Cl -1.50733 -2.52939 0.95521
H -2.71698 -1.13905 2.42297
H -1.26417 -1.83011 3.18679
C 0.00185 0.60957 -5.38041
Cl -0.29835 0.10775 -7.04934
Cl 1.50527 1.53036 -5.24194
H -0.82195 1.23060 -5.04751
H 0.07696 -0.27411 -4.75664
C -1.56251 -0.83620 6.12784
Cl -0.03265 -0.51664 5.29837
Cl -1.49700 -2.33431 7.06038
H -1.77315 -0.01321 6.80064
H -2.34493 -0.92198 5.38354
C 3.41935 -2.34024 6.22955
Cl 3.78340 -2.11784 4.51416
Cl 4.71257 -1.71170 7.26040
H 2.50048 -1.81384 6.46260
H 3.30200 -3.39975 6.42523
C 1.21077 -3.27006 -6.33984
Cl 2.96325 -3.27808 -6.10201
Cl 0.34266 -3.23233 -4.79947
H 0.94105 -2.39016 -6.91192
H 0.92698 -4.16760 -6.87683
C -5.22159 -1.66280 -1.57262
Cl -5.11483 -1.94972 -3.31368
Cl -3.87482 -0.67167 -0.99314
H -6.15218 -1.14874 -1.36012
H -5.19849 -2.61720 -1.05847
C 5.79506 -3.62449 1.30840
Cl 5.39105 -5.07729 2.23271
Cl 4.50094 -2.42616 1.38206
H 6.69761 -3.18954 1.72163
H 5.95462 -3.90288 0.27334
C -0.81308 8.27186 -4.52644
Cl -1.40487 9.70076 -3.67829
Cl 0.54175 7.51809 -3.66810
H -1.61910 7.55137 -4.60340
H -0.47698 8.56421 -5.51421
C 4.57873 -8.76128 3.71243
Cl 3.78122 -10.19334 3.05195
Cl 4.41516 -8.67798 5.47053
H 5.63228 -8.80123 3.46160
H 4.12535 -7.87786 3.27747
C 4.87122 1.23386 -6.76421
Cl 4.85689 1.20036 -8.53098
Cl 6.40314 1.85921 -6.13905
H 4.06740 1.87411 -6.42136
H 4.72687 0.22551 -6.39361
C -6.34580 -0.47390 3.59048
Cl -5.90213 -0.38186 1.88154
Cl -4.91441 -0.57654 4.61714
H -6.90279 0.41646 3.85790
H -6.95537 -1.35612 3.74775
*
```